DFT (ωB97M-V/def2-TZVPD) results for a structure of composition C21H45N7OPdSi.

Properties
HOMO energy (alpha / beta): -0.523 / -0.523 hartree
LUMO level (alpha / beta): -7.95 / -7.95 eV
energy relative to the best compared isomer or geometry (same formula, charge and spin): 23.9 kcal/mol
DFT total energy: -1702.47687 hartree
total charge: +2

Element x y z (Å)
Pd1 -0.801 0.584 -0.270
Si1 0.717 1.378 1.502
O1 -2.820 2.079 -0.941
N1 -0.019 0.263 -2.297
N2 -2.029 1.936 -0.152
N3 1.154 2.216 -2.840
N4 -1.856 -3.567 0.708
N5 -3.244 -1.878 0.955
N6 1.294 0.584 -4.317
N7 -1.391 -1.480 -0.411
C1 -2.926 -4.111 1.552
C2 2.765 0.799 -0.323
C3 -3.909 -0.629 0.707
C4 0.690 1.070 4.207
C5 0.746 0.948 -3.131
C6 -0.816 -4.471 0.238
C7 0.441 3.124 -1.984
C8 -2.103 -2.289 0.357
C9 -3.782 -2.882 1.870
C10 -0.294 0.907 3.034
C11 0.903 3.208 1.446
C12 -0.492 -1.992 -1.445
C13 3.377 1.108 2.077
C14 2.216 -1.013 1.322
C15 -0.862 -0.521 3.034
C16 -1.451 1.906 3.215
C17 2.324 0.506 1.121
C18 1.101 -0.593 -5.159
C19 2.200 1.612 -4.840
C20 2.127 2.727 -3.802
C21 -0.535 -1.071 -2.640
H1 2.030 0.477 -1.056
H2 1.777 3.666 -4.232
H3 4.344 0.660 1.828
H4 -2.164 1.897 2.392
H5 3.090 2.911 -3.325
H6 -3.673 -2.563 2.908
H7 0.580 4.138 -2.356
H8 3.693 0.255 -0.524
H9 0.542 -2.050 -1.090
H10 1.776 3.510 0.866
H11 -3.859 -0.381 -0.353
H12 -3.479 -4.888 1.023
H13 3.151 -1.487 1.012
H14 3.483 2.189 1.961
H15 -2.006 1.646 4.120
H16 -0.080 -1.276 3.107
H17 0.038 -1.560 -3.413
H18 1.164 2.054 4.248
H19 3.183 0.895 3.125
H20 -1.063 -4.920 -0.725
H21 0.051 -0.847 -5.270
H22 -0.779 -2.984 -1.790
H23 -4.839 -3.046 1.672
H24 -1.096 2.931 3.340
H25 2.974 1.861 -0.480
H26 1.864 1.936 -5.825
H27 1.039 3.543 2.479
H28 -3.490 0.194 1.298
H29 -1.569 -0.989 -2.986
H30 0.032 3.735 1.052
H31 -4.955 -0.731 0.988
H32 0.116 0.952 5.131
H33 -2.496 -4.550 2.450
H34 1.475 -0.338 -6.148
H35 -0.724 -5.273 0.968
H36 -1.518 -0.643 3.902
H37 1.467 0.308 4.206
H38 0.147 -3.973 0.176
H39 1.409 -1.455 0.731
H40 0.794 3.102 -0.953
H41 1.662 -1.459 -4.807
H42 3.206 1.208 -4.941
H43 -1.448 -0.740 2.148
H44 2.051 -1.277 2.367
H45 -0.625 2.910 -2.013

Löwdin population analysis, charges in e, atoms 1 to 5: number 1, Pd, carries 0.881; number 2, Si, carries 0.765; number 3, O, carries 0.142; number 4, N, carries -0.004; number 5, N, carries -0.050

DFT (ωB97M-V/def2-TZVPD) results for a cluster of 3 separate species, C21H46BIO7 in total.

Properties
HOMO energy: -0.337 hartree
LUMO level: 0.52 eV
structure (SMILES): CCCCCCB(I)C[C@H]1CO1.COCCOCCOC.COCCOCCOC
energy relative to the best compared isomer or geometry (same formula, charge and spin): 0.0 kcal/mol
DFT total energy: -1676.82954 hartree

Element x y z (Å)
I1 0.316 -0.272 2.336
O1 3.988 2.741 2.364
O2 5.965 1.018 0.734
O3 7.762 2.970 2.311
O4 -2.501 -0.048 -3.127
O5 -3.684 3.514 -3.106
O6 -1.812 2.169 -5.157
O7 0.808 -4.379 1.320
C1 -0.584 -3.228 3.082
C2 4.018 1.335 2.198
C3 -1.176 1.791 -3.946
C4 -5.009 -3.931 -0.200
C5 -1.237 0.309 -3.660
C6 -4.037 -3.228 2.073
C7 7.816 2.619 0.941
C8 -3.225 2.282 -5.127
C9 0.288 -4.405 2.642
C10 -3.649 -1.767 1.791
C11 2.692 3.262 2.186
C12 -2.699 -1.441 -3.123
C13 -1.404 -2.244 0.564
C14 6.435 2.316 0.408
C15 -0.180 -5.374 1.646
C16 -2.773 -1.525 0.572
C17 5.437 0.841 2.039
C18 -3.839 4.783 -2.517
C19 -5.261 -3.704 1.305
C20 9.035 2.956 2.912
C21 -3.723 3.574 -4.520
B1 -0.667 -2.162 1.933
H1 1.987 2.832 2.909
H2 -4.207 -3.326 3.144
H3 -3.185 -1.328 2.676
H4 -0.785 -1.724 -0.168
H5 6.086 1.290 2.794
H6 0.972 -4.759 3.398
H7 -0.126 2.057 -4.082
H8 -2.692 -1.849 -4.141
H9 -3.674 -1.632 -2.679
H10 -3.027 5.458 -2.811
H11 -4.796 5.239 -2.796
H12 -3.101 4.403 -4.881
H13 9.478 1.954 2.878
H14 -1.047 -0.247 -4.587
H15 8.456 1.738 0.801
H16 2.321 3.065 1.173
H17 2.744 4.337 2.343
H18 -3.944 -3.927 -0.419
H19 -1.566 2.359 -3.099
H20 -0.453 0.053 -2.933
H21 5.726 3.085 0.722
H22 -3.682 1.425 -4.627
H23 8.244 3.455 0.370
H24 6.493 2.329 -0.683
H25 -3.209 -3.895 1.819
H26 5.428 -0.240 2.196
H27 -5.398 -4.897 -0.513
H28 -4.759 3.747 -4.847
H29 -6.077 -2.995 1.442
H30 -0.111 -2.809 3.966
H31 -3.532 2.271 -6.174
H32 8.910 3.252 3.952
H33 -2.574 -0.455 0.511
H34 -1.145 -5.216 1.180
H35 9.716 3.662 2.422
H36 3.436 1.046 1.314
H37 -5.503 -3.183 -0.814
H38 -1.498 -3.270 0.205
H39 -1.565 -3.613 3.357
H40 -5.606 -4.643 1.735
H41 3.569 0.858 3.081
H42 -4.581 -1.218 1.640
H43 -1.930 -1.948 -2.526
H44 0.216 -6.379 1.659
H45 -3.300 -1.783 -0.342
H46 -3.814 4.649 -1.437

Löwdin population analysis, charges in e, atoms 1 to 5: number 1, I, carries 0.900; number 2, O, carries -0.194; number 3, O, carries -0.125; number 4, O, carries -0.194; number 5, O, carries -0.191

DFT (ωB97M-V/def2-TZVPD) results for a cluster of 3 separate species, C21H46Br3I2O12P3 in total.

Properties
HOMO energy: -0.347 hartree
LUMO level: -2.42 eV
structure (SMILES): CC[C@@H](Br)O[P@@](=O)(O[C@@H](Br)[C@H](C)Br)O[C@@H](I)[C@@H](C)I.CCOP(=O)(OCC)OCC.CCOP(=O)(OCC)OCC
DFT total energy: -11071.86802 hartree

Element x y z (Å)
I1 1.111 2.070 -2.924
I2 2.241 2.859 -7.683
Br1 -4.157 4.195 -2.486
Br2 1.534 -1.128 -7.254
Br3 -3.030 2.984 -6.086
P1 2.506 -3.647 2.100
P2 -1.870 1.419 4.471
P3 -0.782 0.630 -5.304
O1 2.222 -4.170 3.654
O2 2.938 -2.237 2.570
O3 -0.409 1.978 3.930
O4 -1.599 1.821 5.941
O5 0.135 -0.764 -4.687
O6 -1.992 1.019 -4.141
O7 -2.778 2.781 4.178
O8 -2.173 0.970 2.828
O9 0.196 1.907 -5.910
O10 2.024 -5.224 1.575
O11 0.968 -3.173 1.717
O12 -1.562 0.011 -6.576
C1 -3.971 2.367 -3.372
C2 1.222 -6.127 2.327
C3 -2.547 1.868 1.790
C4 3.421 3.380 -4.715
C5 -3.046 4.527 5.799
C6 0.717 2.831 -4.916
C7 -0.204 -5.659 2.564
C8 2.249 -2.109 -4.579
C9 3.081 -3.776 4.713
C10 -5.289 2.056 -4.306
C11 0.790 0.007 3.210
C12 2.054 3.568 -5.599
C13 3.241 -1.691 -3.342
C14 0.731 1.172 4.178
C15 1.479 -0.801 -5.283
C16 0.786 -2.465 0.502
C17 -2.553 2.360 -4.259
C18 2.387 -2.718 5.554
C19 0.818 -3.408 -0.684
C20 -3.658 3.286 5.171
C21 -1.482 2.886 1.421
H1 -1.334 3.622 2.217
H2 -3.504 2.346 2.017
H3 0.572 -2.878 -1.608
H4 -6.150 1.715 -3.563
H5 -3.895 2.526 5.923
H6 -1.774 3.432 0.518
H7 -1.837 3.112 -3.670
H8 1.841 4.723 -5.672
H9 -0.191 -1.974 0.554
H10 2.709 -1.799 -2.278
H11 3.043 -2.364 6.355
H12 2.861 -2.666 -5.418
H13 1.545 -1.683 0.399
H14 1.613 1.806 4.042
H15 0.719 0.355 2.175
H16 2.078 -1.860 4.951
H17 4.303 3.857 -5.363
H18 3.734 2.263 -4.530
H19 -2.053 4.324 6.211
H20 -0.241 -4.810 3.251
H21 -5.701 3.017 -4.858
H22 1.382 -2.811 -4.172
H23 -0.519 2.400 1.239
H24 3.400 4.018 -3.715
H25 1.476 -3.127 6.005
H26 2.149 0.133 -5.065
H27 4.116 -2.503 -3.317
H28 -5.075 1.150 -5.016
H29 0.731 0.820 5.214
H30 -4.598 3.553 4.678
H31 1.810 -3.856 -0.797
H32 -2.730 1.243 0.908
H33 1.176 -7.047 1.734
H34 1.719 -6.401 3.261
H35 3.277 -4.659 5.329
H36 -3.852 1.575 -2.519
H37 -0.801 -6.464 3.003
H38 3.774 -0.650 -3.479
H39 -2.917 5.311 5.045
H40 4.048 -3.425 4.338
H41 -0.079 3.714 -4.809
H42 0.108 -4.230 -0.547
H43 -0.675 -5.346 1.627
H44 -3.684 4.913 6.600
H45 1.723 -0.551 3.332
H46 -0.046 -0.679 3.377

Löwdin population analysis, charges in e, atoms 1 to 5: number 1, I, carries 0.990; number 2, I, carries 0.840; number 3, Br, carries 0.574; number 4, Br, carries 0.657; number 5, Br, carries 0.763

DFT (ωB97M-V/def2-TZVPD) results for a structure of composition C21H46DyNO2P3.

Properties
HOMO energy (alpha / beta): -0.507 / -0.507 hartree
LUMO level (alpha / beta): -10.80 / -10.71 eV
energy relative to the best compared isomer or geometry (same formula, charge and spin): 13.4 kcal/mol
DFT total energy: -2941.17535 hartree
2S+1: 6
total charge: +3

Element x y z (Å)
Dy1 -1.012 0.883 0.405
P1 -2.147 1.694 -1.946
P2 0.309 -0.862 1.988
P3 1.358 0.958 -1.043
O1 -0.623 2.897 1.137
O2 4.346 -4.123 -1.670
N1 -1.183 4.510 2.581
C1 -2.306 -1.176 -0.184
C2 -1.950 3.473 -2.311
C3 -3.018 -0.436 0.743
C4 -2.127 2.249 2.911
C5 -1.649 0.787 -3.464
C6 -0.351 5.364 1.740
C7 1.618 -7.255 -1.675
C8 2.627 -7.236 -2.648
C9 1.258 -2.207 1.176
C10 3.504 -5.203 -1.687
C11 2.519 -5.228 -0.697
C12 3.585 -6.222 -2.665
C13 1.568 -6.246 -0.699
C14 -3.970 1.492 -1.897
C15 -1.860 5.073 3.751
C16 1.552 2.466 -2.082
C17 1.431 -0.042 3.177
C18 -0.870 -1.753 3.081
C19 1.778 -0.404 -2.203
C20 2.871 1.107 -0.007
C21 -1.283 3.259 2.198
H1 -1.497 1.409 3.280
H2 -3.834 0.246 0.454
H3 -0.363 6.368 2.160
H4 -1.532 4.591 4.685
H5 -1.696 -2.045 0.105
H6 3.049 0.201 0.585
H7 0.678 4.984 1.717
H8 1.922 -0.786 3.829
H9 -2.585 2.723 3.785
H10 0.997 -0.493 -2.970
H11 4.378 -6.191 -3.412
H12 1.606 -2.948 1.914
H13 -1.454 -1.034 3.673
H14 -4.233 0.435 -1.764
H15 0.855 0.648 3.811
H16 2.566 2.514 -2.512
H17 -0.608 1.011 -3.744
H18 2.663 -8.026 -3.403
H19 -1.571 -2.344 2.478
H20 -4.367 2.059 -1.044
H21 -2.953 1.905 2.249
H22 -3.024 -0.686 1.811
H23 -0.748 5.396 0.716
H24 -0.342 -2.427 3.777
H25 -2.534 -1.165 -1.261
H26 1.404 3.352 -1.448
H27 -2.315 1.053 -4.300
H28 5.001 -4.226 -2.378
H29 3.756 1.296 -0.638
H30 -4.444 1.869 -2.820
H31 -2.955 4.991 3.676
H32 1.838 -1.359 -1.661
H33 -0.911 3.778 -2.132
H34 2.524 -4.433 0.053
H35 -2.607 4.051 -1.646
H36 2.744 -0.221 -2.701
H37 0.614 -2.725 0.446
H38 2.199 0.537 2.647
H39 2.129 -1.813 0.631
H40 0.874 -8.054 -1.674
H41 2.747 1.957 0.677
H42 0.791 -6.247 0.064
H43 -2.221 3.701 -3.358
H44 -1.727 -0.296 -3.279
H45 0.821 2.493 -2.900
H46 -1.604 6.135 3.810

Löwdin population analysis, charges in e, atoms 1 to 5: number 1, Dy, carries 1.151; number 2, P, carries 0.708; number 3, P, carries 0.698; number 4, P, carries 0.717; number 5, O, carries -0.234

DFT (ωB97M-V/def2-TZVPD) results for a structure of composition C21H46MnN3OP2S.

Properties
HOMO energy (alpha / beta): -0.514 / -0.526 hartree
LUMO level (alpha / beta): -6.37 / -7.81 eV
energy relative to the best compared isomer or geometry (same formula, charge and spin): 0.0 kcal/mol
DFT total energy: -3298.60456 hartree
2S+1: 5
total charge: +2

Element x y z (Å)
Mn1 0.494 0.180 -0.180
S1 2.122 -0.673 1.002
P1 -0.167 -1.575 -1.779
P2 0.128 2.517 0.215
O1 -2.419 0.047 0.446
N1 2.460 -1.769 3.410
N2 1.693 0.728 -1.481
N3 0.286 -1.195 2.899
C1 -2.799 -2.611 -2.456
C2 1.472 -1.472 -2.638
C3 0.166 3.384 1.856
C4 2.050 2.104 -1.653
C5 2.200 -0.135 -2.522
C6 -0.569 5.073 -0.875
C7 -2.460 3.386 -0.639
C8 2.162 -2.193 4.776
C9 0.820 -1.647 5.215
C10 0.803 2.464 2.897
C11 0.384 -4.314 -1.641
C12 0.061 -3.088 -0.777
C13 -1.238 0.136 0.357
C14 -1.192 3.895 2.334
C15 1.576 -1.262 2.547
C16 -1.519 -1.993 -3.057
C17 -0.959 3.580 -0.889
C18 -1.037 -2.850 -4.243
C19 -1.126 -3.345 0.170
C20 1.811 2.932 -0.397
C21 -0.219 -1.797 4.125
H1 -3.154 -2.084 -1.560
H2 2.573 2.784 0.390
H3 -0.519 -4.693 -2.153
H4 0.168 1.589 3.082
H5 -1.808 -1.014 -3.488
H6 -1.452 5.713 -0.742
H7 1.301 -1.636 -3.707
H8 1.460 2.527 -2.493
H9 3.413 -1.837 3.076
H10 3.275 -0.279 -2.287
H11 -0.371 -0.949 2.159
H12 0.950 -2.839 -0.159
H13 0.153 5.341 -0.092
H14 2.126 -2.252 -2.222
H15 -0.379 -2.260 -4.896
H16 0.488 -2.167 6.117
H17 1.863 3.965 -0.749
H18 -1.921 -3.145 -4.831
H19 0.748 -5.088 -0.947
H20 1.182 -4.115 -2.375
H21 -1.946 3.098 2.313
H22 -2.693 -3.683 -2.225
H23 -1.140 -1.279 4.398
H24 -2.811 3.944 0.238
H25 -2.724 2.333 -0.502
H26 1.797 2.113 2.597
H27 -1.102 4.237 3.375
H28 -1.921 -3.915 -0.335
H29 -1.312 0.619 -4.839
H30 0.925 -0.589 5.478
H31 -0.754 -3.958 1.005
H32 -1.553 4.747 1.747
H33 2.166 -3.289 4.825
H34 2.964 -1.825 5.422
H35 -3.585 -2.541 -3.225
H36 -0.440 -2.859 3.950
H37 -0.124 5.364 -1.836
H38 -0.524 -3.779 -3.951
H39 0.902 3.010 3.843
H40 -2.012 0.842 -4.874
H41 0.825 4.257 1.715
H42 2.222 0.411 -3.473
H43 3.103 2.139 -1.976
H44 -3.026 3.758 -1.504
H45 -1.570 -2.423 0.588
H46 -0.746 3.196 -1.902

Löwdin population analysis, charges in e, atoms 1 to 5: number 1, Mn, carries 0.159; number 2, S, carries 0.776; number 3, P, carries 1.086; number 4, P, carries 1.070; number 5, O, carries 0.118

DFT (ωB97M-V/def2-TZVPD) results for a cluster of 4 separate species, C21H46N6O3P2S in total.

Properties
HOMO energy: -0.291 hartree
LUMO level: -1.49 eV
structure (SMILES): Cc1cc2nsnc2c([PH2]=N)c1P(C)C.COC[C@@H](C)N.COC[C@@H](C)N.COC[C@@H](C)N
DFT total energy: -2462.57384 hartree

Element x y z (Å)
S1 -0.178 0.984 0.487
P1 -2.445 -4.587 -3.279
P2 -0.495 -1.531 -3.880
O1 4.530 2.094 5.791
O2 4.300 0.937 -3.561
O3 -4.136 3.180 -0.149
N1 -1.645 -0.871 -4.788
N2 -4.073 0.709 1.319
N3 5.074 1.383 3.060
N4 -0.159 0.300 -1.074
N5 -1.077 -0.183 1.410
N6 2.884 1.313 -1.089
C1 -4.345 -4.893 -3.369
C2 2.691 1.890 3.167
C3 3.775 -0.188 -2.863
C4 -4.078 1.987 2.042
C5 -1.207 -1.974 -2.205
C6 -0.918 -0.953 -1.014
C7 4.859 -0.005 -0.543
C8 -5.408 3.804 -0.215
C9 3.804 0.980 3.680
C10 3.566 0.040 -1.352
C11 3.664 3.205 5.960
C12 5.709 1.079 -3.471
C13 -2.002 -3.293 -2.024
C14 -1.440 -1.206 0.461
C15 -5.473 2.229 2.611
C16 -3.310 -4.896 -0.085
C17 3.912 0.945 5.219
C18 -3.564 3.141 1.156
C19 -2.230 -2.550 0.633
C20 -2.511 -3.573 -0.521
C21 -1.919 -4.289 -5.043
H1 -4.570 0.859 0.439
H2 -2.455 -5.059 -5.725
H3 -2.491 2.993 0.999
H4 4.383 -1.081 -3.055
H5 3.667 3.823 5.060
H6 -2.619 -2.791 1.694
H7 1.977 1.299 -1.554
H8 6.220 0.113 -3.442
H9 2.938 0.756 5.686
H10 5.794 0.715 3.330
H11 2.795 -0.379 -3.313
H12 5.476 -0.860 -0.837
H13 -3.394 1.900 2.894
H14 -3.470 -5.654 -0.923
H15 -4.260 -4.600 0.481
H16 -4.892 -4.546 -2.425
H17 5.458 0.901 -0.656
H18 2.644 2.898 6.209
H19 -6.261 2.086 1.868
H20 4.052 3.814 6.779
H21 -4.805 -4.515 -4.348
H22 -5.498 4.633 0.493
H23 1.765 1.731 3.728
H24 -4.447 -6.049 -3.386
H25 4.638 -0.107 0.523
H26 -2.272 -3.253 -5.382
H27 -2.634 -5.428 0.697
H28 0.144 -2.679 -4.449
H29 5.369 2.250 3.512
H30 -3.675 4.112 1.655
H31 2.928 -0.772 -0.984
H32 6.050 1.625 -4.354
H33 2.482 1.678 2.114
H34 -5.563 3.243 3.013
H35 -3.120 0.505 1.026
H36 3.568 -0.036 3.346
H37 -0.798 -4.448 -5.202
H38 3.399 2.041 -1.587
H39 -6.196 3.069 -0.043
H40 4.555 0.101 5.492
H41 -5.677 1.530 3.427
H42 5.971 1.676 -2.595
H43 -1.302 0.095 -4.986
H44 -5.538 4.196 -1.226
H45 2.951 2.949 3.231
H46 0.556 -0.546 -3.695

Löwdin population analysis, charges in e, atoms 1 to 5: number 1, S, carries 0.928; number 2, P, carries 0.866; number 3, P, carries 0.698; number 4, O, carries -0.193; number 5, O, carries -0.190

Which of these has the lowest DFT total energy? C21H46Br3I2O12P3